Record 1
# C20H35CoN2O4S4

A molecular structure, C20H35CoN2O4S4 in a non-equilibrium geometry (ωB97M-V with the def2-TZVPD basis set, the OMol25 dataset).

The charge is +1. The HOMO-LUMO gap (spin up / spin down) comes out at 8.42 / 9.02 eV. The total energy is -113441.833 eV. The largest force on an atom comes out at 1.403 eV Å⁻¹. Its multiplicity is 2. The calculation puts the energy above the lowest of the compared OMol25 structures with the same formula, charge and spin at 0.0 kJ/mol. The LUMO energy (spin up / spin down) comes out at -2.33 / -2.30 eV. As for the highest occupied orbital energy (spin up / spin down): -10.754 / -11.322 eV.

```
66
Properties=species:S:1:pos:R:3:forces:R:3
Co 0.308 0.712 0.018 0.49 0.23 -0.59
C 3.471 1.666 -1.787 0.20 -0.07 0.17
C 3.741 0.596 -0.729 0.07 0.05 -0.22
S 2.644 0.505 0.687 -0.51 -0.12 0.35
C 2.826 2.079 1.533 0.02 0.30 0.03
C 2.115 3.286 0.917 0.15 0.08 0.12
S 0.396 2.933 0.449 -0.21 -0.19 0.09
C 0.207 3.704 -1.171 0.07 0.16 -0.07
C 1.306 3.423 -2.190 -0.04 0.09 0.02
S 1.755 1.677 -2.356 -0.16 -0.12 -0.08
H 4.123 1.469 -2.638 0.00 0.01 -0.01
H 3.735 2.652 -1.409 -0.02 -0.01 -0.01
H 4.758 0.694 -0.343 0.01 0.01 -0.06
H 3.668 -0.401 -1.170 -0.03 0.02 0.01
H 3.886 2.306 1.665 0.00 -0.01 0.00
H 2.422 1.885 2.529 -0.01 -0.03 -0.01
H 2.643 3.673 0.051 0.02 -0.07 -0.02
H 2.096 4.082 1.662 0.00 0.05 -0.04
H 0.081 4.780 -1.051 0.06 0.01 0.05
H -0.744 3.301 -1.513 -0.03 0.05 -0.05
H 2.213 3.979 -1.959 0.00 0.02 -0.02
H 0.964 3.786 -3.159 -0.01 -0.05 -0.02
N -1.848 0.483 6.895 0.04 -0.05 -0.02
C -1.009 -0.347 6.233 0.03 -0.02 -0.18
O -0.407 -1.250 6.772 -0.01 0.01 0.04
C -0.829 -0.106 4.743 -0.11 0.04 0.33
C -1.504 0.860 4.013 -0.06 0.04 -0.09
C -1.231 0.994 2.662 0.01 -0.07 -0.02
N -0.339 0.229 2.028 -0.07 0.08 0.18
C 0.280 -0.728 2.730 -0.08 0.02 -0.06
C 0.072 -0.923 4.082 0.05 -0.08 -0.12
H -1.976 0.327 7.880 -0.01 0.01 0.02
H -2.342 1.233 6.454 -0.02 0.02 0.01
H -2.249 1.510 4.452 0.02 0.00 -0.01
H -1.747 1.724 2.051 0.02 0.01 0.04
H 0.959 -1.356 2.168 0.04 0.01 0.02
H 0.590 -1.697 4.630 0.00 0.01 0.00
C -3.662 1.424 -1.032 -0.07 -0.03 0.08
O -2.433 1.340 -0.295 0.76 -0.13 -0.39
C -1.294 0.952 -1.005 -0.94 0.27 1.01
O -1.366 0.775 -2.198 0.17 -0.09 -0.27
H -4.238 2.241 -0.603 0.02 -0.01 0.03
H -4.214 0.492 -0.910 -0.01 0.00 -0.05
H -3.481 1.603 -2.088 0.03 0.02 -0.02
C -2.209 -3.879 0.214 0.00 0.04 0.06
C -1.298 -4.486 -0.846 0.04 -0.02 0.00
C -0.021 -3.684 -1.084 0.09 -0.17 0.10
S -0.363 -1.973 -1.514 -0.49 0.43 0.49
O 0.309 -1.199 -0.356 0.19 -0.68 -0.54
C 0.671 -1.783 -2.947 0.28 0.08 -0.15
C -0.006 -2.392 -4.177 0.00 -0.09 0.10
C -1.099 -1.500 -4.755 -0.01 0.08 -0.03
H -3.046 -4.542 0.432 0.02 0.00 -0.02
H -2.627 -2.921 -0.103 0.04 -0.01 -0.02
H -1.666 -3.710 1.148 -0.01 -0.02 -0.02
H -1.831 -4.607 -1.792 -0.04 0.02 0.02
H -0.995 -5.488 -0.535 0.01 -0.01 -0.03
H 0.598 -4.111 -1.873 -0.04 -0.07 0.02
H 0.580 -3.607 -0.175 0.01 0.00 -0.02
H 1.641 -2.233 -2.717 0.00 0.02 -0.04
H 0.785 -0.703 -3.051 -0.02 -0.05 -0.06
H -0.417 -3.377 -3.928 0.03 0.01 0.00
H 0.772 -2.578 -4.918 -0.03 0.01 -0.05
H -1.826 -1.201 -3.998 0.03 -0.04 0.02
H -1.632 -2.012 -5.556 0.02 0.00 -0.01
H -0.669 -0.585 -5.166 -0.01 -0.01 0.02
```
Positions in Å, forces in eV/Å.

***

Record 2
# C20H35CoN2O4S4

A molecular structure, C20H35CoN2O4S4 in a non-equilibrium geometry (ωB97M-V with the def2-TZVPD basis set, the OMol25 dataset).

The charge is +1. The HOMO-LUMO gap (spin up / spin down) comes out at 8.09 / 7.91 eV. The total energy is -113441.003 eV. The largest force on an atom comes out at 1.615 eV Å⁻¹. Its multiplicity is 2. The calculation puts the energy above the lowest of the compared OMol25 structures with the same formula, charge and spin at 80.0 kJ/mol. The LUMO energy (spin up / spin down) comes out at -2.83 / -2.74 eV. As for the highest occupied orbital energy (spin up / spin down): -10.919 / -10.653 eV.

```
66
Properties=species:S:1:pos:R:3:forces:R:3
Co 0.460 0.822 -0.185 0.85 0.14 -1.13
C 4.113 2.487 1.247 0.02 -0.05 -0.04
C 3.968 2.006 -0.189 -0.05 0.22 -0.03
S 2.785 0.696 -0.564 -0.30 -0.26 -0.01
C 3.230 -0.592 0.612 0.11 -0.03 0.15
C 2.657 -0.493 2.034 0.04 0.02 -0.05
S 0.948 0.097 2.075 -0.42 0.10 0.04
C 0.881 1.595 3.120 0.11 -0.06 0.19
C 2.142 2.424 3.314 -0.07 0.02 -0.02
S 2.654 3.359 1.856 0.00 0.12 0.01
H 4.952 3.184 1.278 0.00 -0.02 -0.02
H 4.363 1.671 1.923 0.04 0.01 0.00
H 4.933 1.648 -0.553 -0.02 -0.02 -0.03
H 3.654 2.823 -0.841 0.02 0.00 0.01
H 4.317 -0.680 0.657 0.00 0.03 -0.02
H 2.862 -1.503 0.145 0.05 -0.04 0.01
H 3.251 0.144 2.683 0.04 0.01 -0.07
H 2.667 -1.490 2.475 -0.02 0.02 0.04
H 0.494 1.281 4.090 0.04 0.03 0.01
H 0.135 2.221 2.631 -0.02 -0.03 0.00
H 2.979 1.852 3.714 0.00 -0.01 -0.01
H 1.907 3.170 4.075 0.01 -0.02 0.01
N -6.369 1.188 -1.796 -0.03 0.01 -0.02
C -5.742 1.541 -0.652 0.16 0.02 0.05
O -6.314 2.025 0.299 -0.06 -0.01 0.02
C -4.247 1.283 -0.573 -0.16 0.00 -0.07
C -3.461 0.829 -1.623 0.04 -0.03 0.02
C -2.110 0.624 -1.413 -0.05 -0.08 0.06
N -1.530 0.841 -0.228 0.26 0.36 -0.08
C -2.284 1.294 0.777 -0.04 -0.10 0.07
C -3.639 1.522 0.650 0.07 -0.06 -0.03
H -7.357 1.371 -1.860 0.01 0.02 -0.01
H -5.891 0.850 -2.609 -0.01 -0.02 0.01
H -3.857 0.641 -2.611 -0.01 -0.01 -0.01
H -1.463 0.271 -2.206 0.01 0.03 -0.01
H -1.778 1.466 1.717 0.01 0.06 -0.01
H -4.229 1.886 1.478 -0.02 0.00 0.00
C -0.064 4.928 -0.212 -0.02 0.04 0.04
O -0.095 3.516 0.046 0.09 -0.30 -0.53
C 0.559 2.683 -0.853 -0.59 0.25 1.48
O 1.105 3.119 -1.831 0.11 -0.25 -0.14
H 0.368 5.416 0.662 -0.01 0.01 -0.02
H -1.086 5.273 -0.359 0.02 0.02 0.00
H 0.532 5.148 -1.094 -0.01 -0.01 0.01
C -1.838 -2.775 1.989 -0.03 0.06 0.04
C -1.694 -3.778 0.854 0.03 0.00 -0.02
C -1.219 -3.138 -0.447 -0.10 -0.08 -0.05
S 0.475 -2.518 -0.309 -0.06 0.34 0.04
O 0.492 -1.145 -0.981 -0.06 -0.32 0.25
C 1.325 -3.598 -1.461 0.01 -0.02 -0.12
C 0.965 -3.376 -2.925 0.03 -0.03 0.04
C 1.822 -4.259 -3.826 0.00 -0.01 -0.02
H -2.215 -3.256 2.890 -0.01 -0.02 0.00
H -2.539 -1.982 1.717 -0.01 0.00 0.00
H -0.887 -2.302 2.242 0.02 0.00 -0.02
H -2.657 -4.250 0.652 0.01 -0.02 -0.01
H -1.014 -4.585 1.137 0.00 -0.01 0.01
H -1.808 -2.253 -0.696 0.02 0.01 0.01
H -1.261 -3.832 -1.285 -0.05 0.01 -0.01
H 1.115 -4.615 -1.117 0.01 -0.01 -0.01
H 2.387 -3.404 -1.294 0.01 -0.04 0.00
H 1.121 -2.325 -3.166 -0.01 0.01 0.00
H -0.092 -3.592 -3.094 0.00 0.01 0.01
H 2.880 -4.019 -3.722 0.01 0.00 0.01
H 1.551 -4.119 -4.871 0.00 0.01 -0.01
H 1.693 -5.316 -3.590 -0.01 -0.01 0.01
```
Positions in Å, forces in eV/Å.

***

Record 3
# C20H35F7NO7P

3 unconnected molecules or ions with the total composition C20H35F7NO7P in a non-equilibrium geometry (ωB97M-V with the def2-TZVPD basis set, the OMol25 dataset).

The charge is 0. The HOMO-LUMO gap comes out at 7.22 eV. The total energy is -65428.121 eV. The largest force on an atom comes out at 8.480 eV Å⁻¹. The LUMO energy comes out at -0.36 eV. Its SMILES is CCOCO[P@](=O)(OCCCCn1cccc1)OC(F)(F)C(F)(F)C(F)(F)F.CC(C)O.CC(C)O. As for the highest occupied orbital energy: -7.576 eV.

```
71
Properties=species:S:1:pos:R:3:forces:R:3
C -7.787 -3.507 -1.929 0.46 0.61 0.95
C -7.680 -3.431 -0.264 -0.51 -0.01 -0.63
O -6.471 -2.642 0.022 0.85 -2.08 2.16
C -5.622 -3.323 1.052 -1.29 -0.94 -0.52
O -4.777 -2.260 1.636 2.78 -2.03 -0.46
P -3.266 -2.886 2.239 -2.99 -3.58 7.08
O -3.659 -3.975 3.361 1.96 3.98 -5.02
O -2.435 -1.607 3.088 -2.90 -1.67 -3.66
C -3.010 -0.354 2.574 0.90 3.15 -1.25
C -1.987 0.895 2.997 -0.76 -1.26 -0.36
C -2.314 2.205 2.049 0.27 0.38 1.33
C -0.958 2.746 1.303 -0.11 1.61 0.14
N -0.909 2.497 -0.192 0.82 -1.74 -6.43
C 0.226 1.801 -0.973 -1.52 0.48 -2.84
C -0.003 1.734 -2.605 -3.45 2.23 4.31
C -1.478 2.451 -2.842 2.77 -0.55 5.86
C -1.917 2.869 -1.294 1.46 -0.86 -1.90
O -2.300 -3.738 1.066 -0.80 4.89 -2.00
C -1.931 -2.892 -0.079 0.89 1.38 0.63
F -1.103 -1.703 0.351 -2.92 -3.55 -1.17
F -3.083 -2.323 -0.827 3.70 -2.05 2.39
C -0.913 -3.801 -1.026 1.88 -0.86 0.12
F -0.796 -5.172 -0.455 -0.34 4.61 -1.97
F 0.463 -3.177 -1.074 -4.77 -2.27 0.25
C -1.400 -3.941 -2.585 1.05 -1.24 -3.47
F -2.761 -4.507 -2.767 4.79 2.45 0.79
F -1.181 -2.662 -3.360 -1.33 -4.61 3.05
F -0.459 -4.932 -3.229 -3.29 3.35 2.18
H -8.483 -2.632 -2.300 1.21 -2.05 0.66
H -6.701 -3.250 -2.352 -2.41 -0.90 0.94
H -8.155 -4.578 -2.228 0.66 2.29 0.29
H -7.621 -4.518 0.221 -0.10 2.34 -1.11
H -8.592 -2.834 0.212 1.83 -1.46 -1.05
H -6.293 -3.844 1.891 1.45 1.52 -1.63
H -5.007 -4.202 0.555 -0.91 1.98 0.86
H -3.017 -0.344 1.385 -0.07 -0.15 2.51
H -4.091 -0.112 2.950 2.07 -0.85 -0.51
H -2.172 1.075 4.146 0.60 -0.10 -2.37
H -0.880 0.515 2.813 -2.34 0.80 0.45
H -2.681 3.064 2.791 0.84 -1.77 -1.75
H -3.199 2.029 1.304 1.87 0.15 1.25
H 0.050 2.359 1.802 -2.35 0.61 -1.27
H -0.955 3.932 1.436 0.09 -2.55 -0.31
H 1.168 1.362 -0.426 -2.23 1.15 -1.03
H 0.685 1.303 -3.463 -1.46 0.93 2.38
H -2.048 2.647 -3.861 1.27 -0.41 2.72
H -2.912 3.432 -0.991 2.43 -1.35 -0.64
C 5.158 2.568 -1.586 -0.27 -0.24 0.13
C 3.871 3.200 -2.092 0.68 0.36 -0.10
C 4.115 4.025 -3.346 -0.29 0.05 -0.29
O 3.324 4.036 -1.076 -0.17 0.14 0.27
H 5.895 3.336 -1.323 -0.05 -0.03 -0.12
H 4.970 1.987 -0.676 -0.02 0.13 -0.48
H 5.596 1.907 -2.340 0.01 0.04 0.13
H 3.135 2.417 -2.304 -0.08 0.22 0.18
H 4.815 4.845 -3.145 0.06 -0.16 0.04
H 3.183 4.484 -3.692 0.09 -0.14 0.03
H 4.522 3.408 -4.152 -0.01 0.10 0.06
H 3.970 4.734 -0.881 -0.24 -0.35 -0.14
C 6.966 -0.480 2.181 0.04 -0.35 -0.12
C 7.504 0.772 1.506 -0.38 0.06 0.61
C 8.007 1.779 2.528 0.30 0.22 -0.03
O 6.472 1.367 0.724 0.10 -0.04 0.05
H 6.120 -0.240 2.835 0.15 0.08 0.03
H 6.596 -1.191 1.434 0.13 0.10 0.08
H 7.741 -0.971 2.778 -0.12 0.03 -0.03
H 8.318 0.502 0.825 -0.24 0.12 -0.08
H 7.198 2.099 3.194 0.03 -0.17 -0.01
H 8.380 2.680 2.029 0.00 -0.17 0.04
H 8.813 1.356 3.136 -0.10 0.08 -0.02
H 5.746 1.611 1.321 0.34 -0.10 -0.17
```
Positions in Å, forces in eV/Å.